This record from the OMol25 dataset describes C16H10ClCrF6N3O11S2 as an isolated structure at a distorted geometry. The level of theory is wB97M-V/def2-TZVPD.

The geometry in XYZ format:
```
50
Properties=species:S:1:pos:R:3:forces:R:3:lowdin_spin:R:1
Cr -12.4608 9.6384 10.8799 3.295 0.617 0.368 2.89
O -12.0350 5.2452 10.4120 0.147 0.868 -0.083 0.00
C -10.7094 5.1460 10.2930 -0.141 -0.444 0.248 0.00
C -10.1262 3.8936 10.0882 -0.091 -0.343 -0.121 0.00
C -8.7532 3.7894 10.0352 0.476 -0.835 -0.402 0.00
C -7.9240 4.9033 10.1425 0.257 0.184 0.405 0.00
C -8.4950 6.1426 10.4057 0.543 -0.487 -0.388 0.00
C -9.8835 6.2684 10.4537 0.532 -0.736 0.079 0.00
C -10.4769 7.5439 10.7249 -0.145 2.535 0.367 0.00
O -11.7893 7.6485 10.7013 0.309 1.102 -0.158 0.01
N -9.6720 8.5644 10.9678 1.036 -1.860 -0.313 -0.01
N -10.2786 9.7179 11.1555 -1.626 4.238 1.248 -0.04
C -9.6146 10.7977 11.6295 -1.744 -3.321 -1.556 0.02
C -10.2276 12.0718 11.8989 -1.359 0.832 0.073 0.00
C -9.4373 13.0692 12.5130 0.058 -0.125 0.027 0.00
C -9.9354 14.3330 12.7917 0.691 0.244 0.100 0.00
C -11.2540 14.6482 12.4676 -0.222 0.019 -0.029 0.00
C -12.1069 13.7000 11.9354 0.275 0.248 0.035 0.00
C -11.6312 12.4134 11.6195 -0.034 -1.058 -0.463 0.01
O -12.5313 11.6135 11.0348 1.084 -0.819 0.523 0.02
H -12.1498 6.2788 10.5568 -0.590 -1.191 -0.137 0.00
H -10.7702 3.0177 9.9693 0.197 0.349 0.121 0.00
H -8.2757 2.8005 9.8857 -0.454 0.636 0.063 0.00
H -6.8395 4.7573 10.0825 -0.448 0.251 0.062 0.00
H -7.8743 7.0243 10.5621 -0.281 -0.221 -0.088 0.00
H -8.5526 10.6334 11.7881 0.048 0.182 0.143 0.00
H -8.3956 12.8328 12.7913 -0.591 0.069 -0.259 0.00
H -9.2709 15.0888 13.2413 -0.434 -0.438 -0.253 0.00
H -11.6318 15.6578 12.6157 0.093 -0.147 0.171 0.00
H -13.1610 13.9445 11.7430 0.591 -0.300 -0.039 0.00
F -17.2491 8.6916 8.0407 0.899 -0.614 0.827 0.00
C -16.3506 8.2831 8.9732 -0.310 -0.214 -0.114 0.00
F -15.6064 7.2608 8.5002 -0.803 0.960 0.245 0.00
F -17.0053 7.8678 10.0707 0.337 0.249 -0.782 0.00
S -15.2744 9.7299 9.4344 0.401 1.803 -0.754 0.00
O -14.3097 9.1407 10.3574 -0.419 -0.606 0.224 0.03
O -16.1309 10.7601 9.9523 0.366 -1.158 -0.656 0.00
N -14.5707 10.1699 8.0631 0.058 -0.713 0.701 0.00
S -13.0206 9.9635 7.7156 -1.052 0.015 0.898 0.00
O -12.1077 10.0353 8.8604 -0.469 -0.394 -0.284 0.01
O -12.7045 10.8057 6.6207 0.199 -0.279 -0.434 0.00
C -12.8428 8.1708 7.1794 0.449 -0.348 -0.137 0.00
F -11.6522 8.0721 6.5491 -0.771 -0.081 0.350 0.00
F -13.8229 7.8295 6.3251 0.581 0.176 0.482 0.00
F -12.8444 7.3193 8.2283 -0.163 0.931 -1.105 0.00
O -14.1974 9.1211 14.4746 -0.147 -0.031 0.864 0.01
Cl -13.6153 10.1046 13.6527 3.109 -2.857 -2.283 0.01
O -12.8325 11.0799 14.3050 -0.020 0.142 0.457 0.01
O -12.4752 9.1461 12.6974 -2.585 2.161 2.218 0.01
O -14.5023 10.6180 12.7022 -1.133 0.810 -0.463 0.01
```
Forces are in eV/Å.

Frontier orbital gap (spin up / spin down)   7.113 / 6.957 eV
Multiplicity   4
Net charge   -1
E_tot   -4507.752294 hartree
⟨S²⟩   3.78
Highest occupied orbital energy (spin up / spin down)   -0.182 / -0.183 hartree
Largest force on an atom   4.80 eV Å⁻¹